1.
C19H32CdCl8F2O19S | wB97M-V/def2-TZVPD

```
82
Properties=species:S:1:pos:R:3:mulliken_charge:R:1
Cd -6.53687 14.91830 -9.53673 4.691
S -5.31683 15.22592 -7.26826 0.040
O -4.90406 15.44359 -8.63365 -1.346
O -5.30649 16.50686 -6.56910 -0.185
O -6.63845 14.79594 -7.60008 -1.328
O -4.58211 14.16655 -6.63447 -0.374
C -4.33676 10.79048 -10.70721 -0.662
O -5.65765 10.62609 -10.15858 -0.371
C -6.43698 11.64872 -9.91589 0.556
O -6.05226 12.82433 -9.78075 -1.336
O -7.74156 11.28862 -9.87576 -0.127
C -8.24202 9.98270 -9.91506 -0.787
H -4.38191 11.00264 -11.77541 0.321
H -3.74483 9.88519 -10.57236 0.270
H -3.79312 11.60240 -10.22416 0.244
H -8.00506 9.58198 -8.92948 0.300
H -7.83362 9.35475 -10.70688 0.333
H -9.31491 9.80471 -9.98806 0.267
C -10.04056 13.85707 -7.80964 -0.180
O -10.48863 14.43533 -8.99607 -0.388
C -9.60243 14.73165 -9.98991 0.473
O -8.40951 14.44062 -9.99524 -0.557
O -10.26250 15.30103 -11.03706 -0.293
C -11.56101 15.91535 -10.92399 -0.801
H -10.82010 13.88353 -7.04825 0.375
H -9.23776 14.36557 -7.27575 -0.258
H -9.85844 12.79326 -7.96207 0.294
H -11.83333 16.32525 -11.89657 0.309
H -11.51406 16.80039 -10.28948 0.351
H -12.40043 15.36240 -10.50242 0.340
C -8.30002 17.57429 -12.50718 -0.520
O -7.62871 18.46854 -11.67731 -0.348
C -6.89600 17.98643 -10.56674 0.523
O -7.03797 16.85204 -10.09367 -0.602
O -6.07209 18.92495 -10.01910 -0.402
C -5.39011 18.72088 -8.79348 -0.143
H -9.33800 17.56911 -12.17452 0.193
H -7.88862 16.56654 -12.56459 0.238
H -8.29700 18.00185 -13.50982 0.304
H -6.06399 18.18004 -8.12901 0.070
H -5.22456 19.70500 -8.35509 0.352
H -4.45110 18.18119 -8.91631 0.128
C -3.75060 10.08973 -7.03702 0.432
C -2.90172 11.14413 -6.30596 0.469
O -1.62756 10.59214 -6.61596 -0.382
C -1.68879 9.76222 -7.63939 0.563
O -0.72206 9.20450 -8.11293 -0.586
O -2.94709 9.54185 -8.01328 -0.329
F -3.08054 11.20460 -5.01889 -0.298
H -4.66330 10.58044 -7.37511 -0.403
H -4.03758 9.28641 -6.35848 0.214
H -3.03461 12.13432 -6.74180 0.312
C -4.43908 19.39909 -5.01625 0.134
C -4.64145 18.38159 -3.98598 0.952
O -5.80273 18.90242 -3.36737 -0.328
C -5.95422 20.20569 -3.62784 0.579
O -6.86559 20.90950 -3.13149 -0.595
O -4.99213 20.59457 -4.50498 -0.375
F -3.56584 18.29615 -3.20010 -0.329
H -4.97617 19.15049 -5.93158 -0.268
H -3.36658 19.42933 -5.20837 0.399
H -4.82815 17.38636 -4.38942 -0.162
C -7.82258 16.60554 -4.82892 1.386
Cl -7.01013 15.60601 -3.69524 -0.170
Cl -9.18046 17.39917 -3.99693 -0.208
H -7.11871 17.33978 -5.22078 -0.389
H -8.14004 16.09377 -5.73744 -0.587
C -6.62815 12.12290 -5.83516 0.883
Cl -8.13207 12.95912 -5.36585 -0.144
Cl -6.96173 10.35428 -5.78601 -0.189
H -6.45646 12.39027 -6.87782 -0.697
H -5.75261 12.48864 -5.29873 0.155
C -2.20846 14.53120 -4.66269 0.446
Cl -1.47715 16.10316 -4.32189 -0.182
Cl -1.45998 13.33640 -3.60794 -0.201
H -3.29104 14.47039 -4.55124 -0.012
H -1.89868 14.19957 -5.65373 -0.039
C -1.76592 15.93145 -8.36840 0.608
Cl -0.03179 15.66001 -7.95633 -0.186
Cl -1.99605 17.06760 -9.71976 -0.203
H -2.26987 14.98571 -8.56767 -0.052
H -2.15192 16.32739 -7.42907 -0.188
```

multiplicity	1
LUMO energy	-1.3	eV
maximum force	8.2	eV Å⁻¹
net charge	0
highest occupied orbital energy	-0.353	hartree
HOMO-LUMO gap	8.28	eV


2.
C28H45BN7Pb | wB97M-V/def2-TZVPD

```
82
Properties=species:S:1:pos:R:3:mulliken_charge:R:1
Pb -0.37137 -2.31230 -2.03525 1.098
B 0.55371 -0.55319 -0.46849 2.064
H 0.94094 -0.58023 -1.55766 -0.104
H -0.59735 -0.53095 -0.50809 -0.238
H 0.82685 -1.51238 0.10030 -0.325
H 0.96561 0.37344 0.03519 -0.835
C 0.56042 -5.70497 2.65794 -1.112
C 2.04279 -5.70628 2.26716 -0.610
C 2.53583 -4.43836 1.54678 0.505
C 1.89213 -4.20754 0.25128 0.251
N 1.43826 -4.04478 -0.79165 -0.562
H 0.39327 -4.88621 3.36576 0.280
H 0.20194 -6.60398 3.15241 0.377
H -0.08913 -5.46363 1.81339 0.258
H 2.17816 -6.61048 1.67076 0.342
H 2.64212 -5.79979 3.17204 0.337
H 3.61689 -4.44192 1.42251 0.450
H 2.26355 -3.63358 2.23139 -0.428
C 0.92831 2.70007 -5.65834 -1.114
C -0.60012 2.78944 -5.73218 -0.492
C -1.29467 1.43711 -5.60131 -0.406
C -0.72051 0.59249 -4.54095 -0.001
N -0.22586 -0.04508 -3.72550 -0.121
H 1.33118 1.93974 -6.32785 0.329
H 1.28933 2.70763 -4.63322 0.279
H 1.27195 3.62441 -6.13039 0.387
H -0.91400 3.27754 -6.65503 0.333
H -0.92309 3.49186 -4.96102 0.314
H -1.16268 0.86814 -6.52352 0.292
H -2.35920 1.56797 -5.40557 0.283
C -7.42887 0.18271 -1.94617 -1.275
C -5.95778 0.14707 -2.35145 -0.348
C -5.14937 -0.39890 -1.14743 -0.384
C -3.81627 -0.80636 -1.56369 0.005
N -2.76647 -1.16123 -1.86356 -0.264
H -8.11478 0.40991 -2.75985 0.351
H -7.66175 0.80284 -1.08052 0.345
H -7.65557 -0.83971 -1.63249 0.346
H -5.50813 1.08360 -2.67569 0.359
H -5.93090 -0.58828 -3.15645 0.328
H -5.56973 -1.31047 -0.71095 0.333
H -5.00152 0.22802 -0.26389 0.267
N 1.90089 2.17936 3.49203 0.266
C 1.18336 2.74809 2.47950 -0.548
C 0.58535 3.87950 2.97183 -1.005
C 0.96778 3.98499 4.33071 -0.626
C 1.84222 2.96177 4.60710 -0.480
H 2.48077 1.37829 3.29289 0.196
H 1.16890 2.31354 1.49279 0.745
H -0.08660 4.56338 2.47906 0.455
H 0.65527 4.78707 4.97964 0.410
H 2.42365 2.67005 5.46547 0.458
N 2.75455 1.69955 -0.94240 0.249
C 3.54064 2.69588 -0.45268 -0.472
C 4.49950 2.92185 -1.42299 -0.605
C 4.32280 2.05114 -2.53051 -0.824
C 3.28610 1.23965 -2.12766 -0.214
H 1.95604 1.23147 -0.54735 -0.067
H 3.31860 3.22408 0.45932 0.410
H 5.24331 3.70359 -1.48056 0.412
H 4.95898 2.03836 -3.39717 0.437
H 2.77610 0.38803 -2.55406 0.258
N -1.94793 -0.21762 1.54659 0.275
C -3.07934 -1.02984 1.54188 -0.776
C -3.95318 -0.45325 2.43516 -0.841
C -3.51620 0.81289 2.76201 -0.578
C -2.24436 0.92549 2.22423 -0.337
H -1.10508 -0.31501 0.99027 0.207
H -3.15940 -1.91751 0.93819 0.613
H -4.89368 -0.86214 2.77841 0.415
H -4.01658 1.58391 3.32365 0.442
H -1.56265 1.76225 2.20477 0.367
N 2.36433 -0.73091 1.96826 1.187
C 3.66564 -0.39270 1.78088 -0.541
C 4.30964 -0.66588 2.99502 -0.887
C 3.39276 -1.32621 3.83699 -0.581
C 2.16913 -1.32010 3.17509 -0.989
H 1.63728 -0.77191 1.24698 -0.359
H 3.96586 0.06482 0.85290 0.417
H 5.35009 -0.44721 3.17455 0.502
H 3.57080 -1.70133 4.83145 0.511
H 1.22055 -1.70074 3.51902 0.607
```

multiplicity	1
LUMO energy	-4.4	eV
maximum force	2.3	eV Å⁻¹
net charge	+1
highest occupied orbital energy	-0.359	hartree
HOMO-LUMO gap	5.39	eV


3.
C33H26F10Ge2N3O4PdTe | wB97M-V/def2-TZVPD

```
80
Properties=species:S:1:pos:R:3:lowdin_spin:R:1
Pd 0.60600 -0.81378 0.46307 0.010
O -7.32978 -0.61174 0.76894 0.000
N -6.43979 0.02285 1.29684 0.000
O -6.62390 0.98658 2.01665 0.000
C -5.03612 -0.32922 0.95108 0.000
C -4.88450 -1.15013 -0.10390 0.000
C -3.59267 -1.54336 -0.57794 0.000
C -3.43312 -2.41962 -1.66021 0.000
C -2.17321 -2.77186 -2.04767 0.000
C -1.08296 -2.21529 -1.36424 0.000
N -1.22066 -1.35959 -0.36633 -0.001
C -2.46053 -1.04422 0.05428 0.000
C -2.60996 -0.17959 1.21892 0.000
N -1.47487 0.20714 1.80829 0.000
C -1.50531 0.94830 2.88552 0.003
C -2.73028 1.34449 3.45682 0.000
C -3.90793 0.97159 2.86427 0.000
C -3.88616 0.18094 1.69003 0.000
H -5.77034 -1.51365 -0.60978 0.000
H -4.31147 -2.80894 -2.16328 0.000
H -1.99774 -3.44911 -2.87074 0.000
H -0.06462 -2.46175 -1.63438 0.000
H -0.54237 1.23801 3.29372 0.003
H -2.73374 1.93573 4.36230 0.000
H -4.84763 1.27137 3.29401 0.000
F 0.43137 -0.70977 3.47536 0.165
Te 2.08367 0.37045 2.91690 0.156
F 1.90547 1.21886 4.70679 0.138
F 3.81059 1.25603 2.90608 0.047
F 1.36838 2.17738 2.20375 0.157
F 3.08381 -1.00035 3.82896 0.050
O 2.45456 -0.40478 1.18793 0.260
F 3.89820 -5.21795 4.70091 0.000
C 3.04902 -4.65699 3.80790 0.000
C 1.73115 -4.43733 4.13970 0.000
F 1.29570 -4.79149 5.36994 0.000
C 0.85734 -3.87507 3.22987 0.001
F -0.42548 -3.70428 3.60895 0.001
C 1.24873 -3.49220 1.93848 0.000
O 0.42521 -2.96874 1.09244 0.000
C 2.60204 -3.74946 1.63659 0.001
F 3.06894 -3.47171 0.40313 0.001
C 3.48012 -4.30703 2.54009 0.000
F 4.76073 -4.53510 2.19089 0.000
C 4.45475 2.09025 -0.48236 0.001
Ge 3.27486 1.09376 -1.66472 0.000
C 3.50393 1.93580 -3.44574 0.000
C 3.97172 -0.72646 -1.82165 0.002
Ge 0.93112 1.00543 -1.00060 -0.001
C -0.11181 0.48004 -2.63578 0.000
C 0.45323 -0.36114 -3.60058 0.000
C -0.29462 -0.87114 -4.65855 0.000
C -1.63931 -0.55036 -4.78193 0.000
C -2.22393 0.28994 -3.84235 0.000
C -1.46891 0.79323 -2.79020 0.000
C 0.25547 2.82720 -0.65180 0.001
C -1.04929 3.06108 -0.20892 0.000
C -1.51940 4.34854 0.02207 0.000
C -0.68425 5.43939 -0.17889 0.000
C 0.61709 5.22856 -0.61116 0.000
C 1.07651 3.93763 -0.84339 0.000
H 5.48285 1.97829 -0.83588 0.000
H 4.37505 1.69862 0.52699 0.001
H 4.20675 3.15262 -0.46008 0.000
H 4.56121 1.92930 -3.72103 0.000
H 3.15814 2.97137 -3.42567 0.000
H 2.93959 1.40746 -4.21608 0.000
H 5.05561 -0.69415 -1.95527 0.000
H 3.53417 -1.26418 -2.66637 0.000
H 3.74039 -1.26021 -0.90031 0.002
H 1.49855 -0.64012 -3.51445 0.000
H 0.17547 -1.52403 -5.38520 0.000
H -2.22545 -0.94783 -5.60213 0.000
H -3.27245 0.55272 -3.92857 0.000
H -1.95033 1.45290 -2.07632 0.000
H -1.70865 2.22444 -0.01389 0.000
H -2.53464 4.49677 0.37221 0.000
H -1.04129 6.44400 0.01379 0.000
H 1.28308 6.07099 -0.75699 0.000
H 2.09890 3.79369 -1.16912 0.000
```

multiplicity	2
LUMO energy (alpha / beta)	2.7 / 2.7	eV
maximum force	1.1	eV Å⁻¹
net charge	-2
highest occupied orbital energy (alpha / beta)	-0.058 / -0.083	hartree
HOMO-LUMO gap (alpha / beta)	4.32 / 4.98	eV


4.
C5H6F2S | wB97M-V/def2-TZVPD

```
14
Properties=species:S:1:pos:R:3:mulliken_charge:R:1
C -1.05453 1.31500 0.37560 -0.872
C -0.38377 -0.05735 0.33065 0.658
C -1.15189 -1.15419 -0.13616 -0.415
C 0.95103 -0.04037 -0.45931 -0.536
C 2.13805 -0.53206 -0.14657 0.358
H -0.69844 1.70919 -0.85422 0.220
H -2.22311 1.28831 0.57333 0.342
H -0.46301 1.83258 1.28257 0.253
H -0.27519 -0.25802 1.50169 0.220
H -0.61884 -2.09307 -0.37116 0.320
H 0.94909 0.66391 -1.45631 0.140
F 3.14174 -0.19366 -1.01623 -0.220
F 2.44784 -1.45686 0.81866 -0.214
S -2.75897 -1.02340 -0.44255 -0.252
```

multiplicity	1
LUMO energy	-0.5	eV
maximum force	4.4	eV Å⁻¹
net charge	0
highest occupied orbital energy	-0.325	hartree
HOMO-LUMO gap	8.40	eV


5.
C3H8N4 | wB97M-V/def2-TZVPD

```
15
Properties=species:S:1:pos:R:3:mulliken_charge:R:1
C 0.41099 1.49110 0.02985 0.361
C -1.76338 -0.43085 0.31938 -0.188
C 2.37608 -1.35068 0.06739 -0.153
N 0.98744 0.45984 -0.14597 0.319
N 1.31652 -0.69840 0.33162 -0.386
N 0.18065 2.73838 -0.27684 -0.325
N -2.10917 -1.42877 -0.35109 -0.122
H -1.44247 0.49340 -0.18426 0.238
H -1.60115 -0.48635 1.38774 0.368
H 2.52805 -2.26660 0.72997 0.286
H 3.21535 -1.06414 -0.61122 0.310
H 0.97444 3.28645 -0.67040 0.320
H -0.41549 3.23305 0.33618 0.305
H -2.56794 -1.56729 -1.19862 0.275
H -2.08991 -2.40915 0.23627 0.393
```

multiplicity	1
LUMO energy	-9.4	eV
maximum force	6.8	eV Å⁻¹
net charge	+2
highest occupied orbital energy	-0.703	hartree
HOMO-LUMO gap	9.77	eV


Look up the multiplicity of the first one.
1


What is the net charge in the first record?
0


Look up the multiplicity of the second one.
1